No. 1
This record from OMol25 describes a cluster of 2 separate species, C2H4Br2O in total at a distorted geometry. The level of theory is ωB97M-V/def2-TZVPD.

The geometry in ORCA input format:
```
! RIJCOSX wB97M-V def2-TZVPD def2/J DEFGRID3
* xyz 0 1
C -1.137 -0.084 -1.086
C 1.080 -0.417 0.675
O 0.621 0.212 1.759
Br -2.012 1.422 -0.322
Br 2.232 0.414 -0.576
H -0.686 -0.080 -2.021
H -1.619 -0.971 -0.731
H 1.538 -1.400 0.849
H -0.018 0.904 1.453
*
```

For the HOMO energy (spin up / spin down), the calculation gives -8.762 / -8.165 eV. For the energy relative to the best compared isomer or geometry (same formula, charge and spin), the calculation gives 3.864 eV.

Löwdin population analysis, charges in e, atoms 1 to 2: C -0.502; C -0.700



No. 2
This record from OMol25 describes a structure of composition C2H4Br2S. The level of theory is ωB97M-V/def2-TZVPD.

The geometry in ORCA input format:
```
! RIJCOSX wB97M-V def2-TZVPD def2/J DEFGRID3
* xyz 0 1
C 0.733 1.822 1.010
C -0.466 -1.367 -0.941
S 1.561 1.413 2.323
Br -1.439 -0.740 0.620
Br -1.424 -2.770 -1.870
H 1.079 1.557 0.018
H -0.191 2.380 1.070
H -0.344 -0.530 -1.624
H 0.491 -1.766 -0.607
*
```

For the HOMO energy, the calculation gives -8.942 eV. For the energy relative to the best compared isomer or geometry (same formula, charge and spin), the calculation gives 0.599 eV.

Löwdin population analysis, charges in e, atoms 1 to 2: C -0.648; C -1.063



No. 3
This record from OMol25 describes a structure of composition C2H4BrCl3Si at a distorted geometry. The level of theory is ωB97M-V/def2-TZVPD.

The geometry in ORCA input format:
```
! RIJCOSX wB97M-V def2-TZVPD def2/J DEFGRID3
* xyz 0 1
C -0.662 1.297 0.094
C 0.572 0.378 0.219
Si 0.184 -1.459 -0.138
Cl -1.412 -2.014 1.002
Cl 1.494 -2.861 0.436
Cl -0.289 -1.566 -2.105
Br 1.858 0.914 -1.048
H -0.928 1.338 -0.928
H -1.509 1.216 0.828
H -0.469 2.266 0.376
H 1.160 0.490 1.264
*
```

For the HOMO energy, the calculation gives -10.229 eV. For the energy relative to the best compared isomer or geometry (same formula, charge and spin), the calculation gives 0.080 eV.

Löwdin population analysis, charges in e, atoms 1 to 2: C -0.223; C -0.956



No. 4
This record from OMol25 describes the molecule C2H4BrN at a distorted geometry. The level of theory is ωB97M-V/def2-TZVPD.

The geometry in ORCA input format:
```
! RIJCOSX wB97M-V def2-TZVPD def2/J DEFGRID3
* xyz 0 1
C -1.229 -0.428 0.111
C 1.152 0.337 -0.116
N -0.291 0.591 -0.252
Br -2.997 -0.064 -0.116
H -1.164 -1.397 0.775
H 1.541 0.604 0.762
H 1.566 0.985 -0.863
H 1.422 -0.628 -0.301
*
```

For the HOMO energy, the calculation gives -9.610 eV. For the energy relative to the best compared isomer or geometry (same formula, charge and spin), the calculation gives 1.913 eV.

Löwdin population analysis, charges in e, atoms 1 to 2: C -0.701; C -0.142



No. 5
This record from OMol25 describes the molecule C2H4BrN at a distorted geometry. The level of theory is ωB97M-V/def2-TZVPD.

The geometry in ORCA input format:
```
! RIJCOSX wB97M-V def2-TZVPD def2/J DEFGRID3
* xyz 0 1
C -0.649 0.975 0.633
C 0.583 -0.647 -0.332
N -0.229 -0.170 0.779
Br -0.198 -2.321 -1.062
H -1.331 1.103 1.388
H -0.457 1.771 -0.100
H 0.644 0.216 -1.247
H 1.637 -0.929 -0.060
*
```

For the HOMO energy, the calculation gives -10.160 eV. For the energy relative to the best compared isomer or geometry (same formula, charge and spin), the calculation gives 1.316 eV.

Löwdin population analysis, charges in e, atoms 1 to 2: C -0.085; C -0.659



No. 6
This record from OMol25 describes a structure of composition C2H4BrNOSiSr at a distorted geometry. The level of theory is ωB97M-V/def2-TZVPD.

The geometry in ORCA input format:
```
! RIJCOSX wB97M-V def2-TZVPD def2/J DEFGRID3
* xyz 2 1
C 1.944 -0.082 0.427
Si 0.062 0.134 -0.087
Br -0.400 2.392 0.209
N -1.044 -0.745 1.084
C -2.327 -0.452 0.605
O -3.470 0.273 0.446
H 2.533 0.688 -0.268
H 2.335 -1.161 0.196
H 2.099 0.273 1.532
H -0.162 -0.296 -1.483
Sr -1.570 -1.024 -2.661
*
```

For the HOMO energy, the calculation gives -17.599 eV.

Löwdin population analysis, charges in e, atoms 1 to 2: C -0.228; Si 0.186



No. 7
This record from OMol25 describes a cluster of 2 separate species, C2H4BrO3S in total at a distorted geometry. The level of theory is ωB97M-V/def2-TZVPD.

The geometry in ORCA input format:
```
! RIJCOSX wB97M-V def2-TZVPD def2/J DEFGRID3
* xyz -1 1
C 1.328 -0.111 0.198
C 2.520 0.251 0.609
O -3.510 1.136 -0.502
O -1.422 0.236 0.543
O -3.118 -1.329 -0.194
S -2.537 -0.025 -0.343
Br 4.001 -0.309 -0.394
H 1.237 -0.927 -0.542
H -1.775 -0.211 -1.565
H 0.463 0.394 0.774
H 2.814 0.894 1.416
*
```

For the HOMO energy, the calculation gives -5.291 eV. For the energy relative to the best compared isomer or geometry (same formula, charge and spin), the calculation gives 0.577 eV.

Löwdin population analysis, charges in e, atoms 1 to 2: C -0.118; C -0.701



No. 8
This record from OMol25 describes a structure of composition C2H4CaF3NO4S at a distorted geometry. The level of theory is ωB97M-V/def2-TZVPD.

The geometry in ORCA input format:
```
! RIJCOSX wB97M-V def2-TZVPD def2/J DEFGRID3
* xyz 0 1
O -5.088 -2.740 -0.800
C -5.734 -3.804 -0.123
Ca -3.749 -2.876 -2.374
H -5.203 -4.058 0.806
H -6.769 -3.515 0.110
H -5.742 -4.702 -0.758
O -3.068 -1.082 -1.079
H -4.574 -1.811 -0.214
N -2.086 -1.571 -2.012
S -0.728 -1.964 -1.275
O 0.102 -2.719 -2.219
O -0.126 -0.869 -0.510
C -1.162 -3.210 0.076
F -0.128 -3.984 0.357
F -2.170 -3.989 -0.368
F -1.575 -2.618 1.181
*
```

For the HOMO energy, the calculation gives -7.545 eV. For the energy relative to the best compared isomer or geometry (same formula, charge and spin), the calculation gives 0.659 eV.

Löwdin population analysis, charges in e, atoms 1 to 2: O -0.465; C -0.152



No. 9
This record from OMol25 describes a structure of composition C2H4CdO at a distorted geometry. The level of theory is ωB97M-V/def2-TZVPD.

The geometry in ORCA input format:
```
! RIJCOSX wB97M-V def2-TZVPD def2/J DEFGRID3
* xyz 0 1
C 0.402 -0.638 0.044
C -0.698 0.413 0.031
O -1.944 0.006 -0.184
Cd 2.209 0.341 -0.334
H 0.247 -1.362 -0.775
H 0.470 -1.112 1.040
H -0.125 1.298 -0.765
H -0.562 1.055 0.943
*
```

For the HOMO energy (spin up / spin down), the calculation gives -9.390 / -7.388 eV. For the energy relative to the best compared isomer or geometry (same formula, charge and spin), the calculation gives 3.701 eV.

Löwdin population analysis, charges in e, atoms 1 to 2: C -0.446; C -0.601



No. 10
This record from OMol25 describes the molecule C2H4Cl2O2S at a distorted geometry. The level of theory is ωB97M-V/def2-TZVPD.

The geometry in ORCA input format:
```
! RIJCOSX wB97M-V def2-TZVPD def2/J DEFGRID3
* xyz 0 1
C 1.334 -0.101 -0.401
C 0.258 0.371 0.534
O -2.424 0.666 0.630
O -1.395 -0.113 -1.470
S -1.407 -0.083 -0.059
Cl 0.193 2.116 0.685
Cl -1.588 -1.963 0.593
H 1.835 0.696 -1.034
H 2.028 -0.711 0.048
H 0.809 -0.696 -1.042
H 0.355 -0.181 1.517
*
```

For the HOMO energy, the calculation gives -11.431 eV. For the energy relative to the best compared isomer or geometry (same formula, charge and spin), the calculation gives 0.000 eV.

Löwdin population analysis, charges in e, atoms 1 to 2: C -0.137; C -0.851



Calculated electronic energy (eV), listed in the same order as above: -144267.4693 -153057.7229 -117630.4267 -73669.0792 -73669.6763 -84413.0776 -89159.4219 -49242.0099 -8745.3438 -42112.9301
Calculated M (g/mol), listed in the same order as above: 203.861 219.929 242.403 121.965 121.965 253.670 188.022 235.196 156.465 163.025